Computed, not measured: a cluster of 10 separate species, C36H46N10 in total, with ωB97M-V/def2-TZVPD.

Cartesian coordinates (Å):
1 N 2.50 -1.85 5.38
2 N -4.26 1.57 -2.13
3 N 0.98 -1.96 0.37
4 N -0.83 3.98 -0.46
5 N 5.79 -0.34 -0.13
6 N 3.65 0.32 -3.25
7 N -1.13 -4.39 0.84
8 N -1.86 0.17 0.09
9 N -4.35 -2.02 2.15
10 N 2.36 3.86 0.58
11 C -4.85 -0.88 2.71
12 C 2.52 -0.83 -4.78
13 C -0.34 1.10 1.39
14 C -4.29 -0.75 3.97
15 C 6.16 0.98 -0.15
16 C 2.20 -3.74 0.78
17 C -3.65 -2.74 3.08
18 C 4.45 -0.40 0.17
19 C -5.23 1.62 -1.17
20 C -1.17 6.05 -1.22
21 C -1.38 5.15 -2.31
22 C 2.55 4.45 -0.38
23 C -4.65 -0.52 -1.50
24 C 5.08 1.75 0.24
25 C -2.49 -5.85 -0.08
26 C -1.13 3.91 -1.79
27 C 2.30 0.50 -3.00
28 C -2.01 -3.69 0.09
29 C 3.02 -0.03 3.55
30 C -0.82 0.46 -0.74
31 C -1.54 0.39 1.38
32 C 3.77 -0.58 -4.29
33 C 0.11 1.13 0.05
34 C -0.85 5.32 -0.11
35 C -3.91 0.27 -2.37
36 C 0.95 -2.16 1.72
37 C -5.40 0.33 -0.68
38 C 2.72 -1.08 4.56
39 C 2.88 5.18 -1.58
40 C 1.59 -0.10 -4.00
41 C -2.95 -4.57 -0.43
42 C 1.76 -2.91 -0.22
43 C -3.62 -1.96 4.22
44 C 1.72 -3.25 2.04
45 C -1.39 -5.74 0.74
46 C 4.00 0.86 0.42
47 H -1.26 7.13 -1.22
48 H -1.29 2.91 -2.17
49 H 0.46 -1.21 -0.07
50 H 2.58 -0.28 2.59
51 H -0.72 3.16 0.13
52 H -2.28 0.16 2.13
53 H -0.81 0.33 -1.81
54 H -2.72 -0.27 -0.23
55 H 2.28 -1.56 -5.53
56 H 1.98 1.08 -2.14
57 H 4.78 -0.88 -4.48
58 H -0.65 5.60 0.91
59 H -4.66 -1.59 -1.44
60 H -0.74 -6.42 1.26
61 H 3.03 1.17 0.77
62 H -5.50 -0.22 2.16
63 H -3.72 -4.36 -1.16
64 H 3.07 4.51 -2.41
65 H 1.78 -3.67 3.03
66 H -3.11 -2.29 5.11
67 H 5.06 2.81 0.43
68 H -4.52 -2.29 1.20
69 H 3.97 -1.36 0.30
70 H 2.69 0.86 4.08
71 H -5.62 2.58 -0.87
72 H 3.75 5.82 -1.37
73 H 2.13 5.93 -1.84
74 H 2.75 -4.64 0.55
75 H -1.89 -2.63 -0.06
76 H 0.17 1.46 2.27
77 H -3.01 -6.76 -0.36
78 H 0.53 -0.07 -4.17
79 H 7.17 1.31 -0.31
80 H 1.09 1.47 -0.25
81 H -1.76 5.41 -3.28
82 H -3.19 -3.69 2.91
83 H -4.50 0.08 4.63
84 H 4.09 -0.07 3.38
85 H 0.37 -1.52 2.35
86 H -3.16 0.03 -3.10
87 H 4.32 0.72 -2.62
88 H -3.91 2.27 -2.75
89 H 6.35 -1.12 -0.42
90 H -6.06 0.03 0.11
91 H 2.00 -2.90 -1.27
92 H -0.28 -3.99 1.24

Computed properties:
Relative energy (zero: lowest compared OMol25 entry of this formula, charge and spin) in kcal per mole: 0.00
SMILES: c1cc[nH]c1.c1cc[nH]c1.c1cc[nH]c1.c1cc[nH]c1.c1cc[nH]c1.c1cc[nH]c1.c1cc[nH]c1.c1cc[nH]c1.CC#N.CC#N
E_HOMO in eV: -8.1
Kohn-Sham gap in eV: 8.53

Computed, not measured: a structure of composition C3H4BiO4, with ωB97M-V/def2-TZVPD.

Cartesian coordinates (Å):
1 Bi -0.60 0.80 -4.18
2 O -0.18 1.44 -0.10
3 O -0.84 -1.40 1.38
4 O 0.21 -0.52 -0.93
5 O -0.29 1.18 -2.30
6 C 0.20 0.66 1.02
7 C 0.49 -0.67 0.47
8 C -0.04 0.73 -1.18
9 H 1.41 -1.22 0.67
10 H -0.88 0.05 1.75
11 H 0.93 1.16 1.65
12 H -0.43 -2.20 1.73

Computed properties:
Relative energy (zero: lowest compared OMol25 entry of this formula, charge and spin) in kcal per mole: 47.05
E_HOMO (spin up / spin down) in eV: -25.3 / -22.2
Kohn-Sham gap (spin up / spin down) in eV: 9.61 / 4.81
Net charge: +3

Computed, not measured: a structure of composition C32H42F2N9O5S2Ti, with ωB97M-V/def2-TZVPD.

Cartesian coordinates (Å):
1 Ti -0.11 1.00 -1.74
2 S 2.39 -2.79 6.41
3 S -2.54 -0.58 -5.26
4 F 1.95 1.35 -3.40
5 F 2.88 1.58 -1.39
6 O 0.60 1.66 0.10
7 O 3.20 -3.74 7.14
8 O 5.39 -2.23 0.22
9 O 1.05 -3.14 6.02
10 O 5.13 -3.44 1.97
11 N -1.62 1.93 -5.22
12 N 0.63 -2.04 -1.01
13 N -0.73 0.61 -3.64
14 N 2.70 -2.06 2.54
15 N -0.32 -0.47 -2.92
16 N -1.57 0.46 -0.50
17 N -3.81 2.49 -3.23
18 N 4.77 -2.56 1.20
19 N 1.93 -0.39 1.32
20 C 0.44 3.85 -2.27
21 C -3.26 2.96 -1.96
22 C 0.36 5.22 -2.47
23 C 0.74 -2.47 -2.30
24 C 3.57 -1.85 1.47
25 C -2.01 5.07 -2.27
26 C 1.57 -4.10 -0.21
27 C -0.88 5.85 -2.47
28 C 2.31 -1.28 7.36
29 C -3.55 -0.81 0.10
30 C -1.94 3.69 -2.10
31 C -0.47 1.96 1.00
32 C -2.53 0.68 1.71
33 C -4.25 3.56 -4.08
34 C -3.56 -0.24 1.40
35 C 1.75 -4.54 -1.53
36 C -2.58 -0.46 -0.80
37 C -1.56 0.67 -4.66
38 C 3.07 -0.82 0.74
39 C -1.59 0.99 0.78
40 C -4.87 1.52 -3.03
41 C 0.26 -1.61 -3.34
42 C 1.73 -1.14 2.39
43 C 0.48 -1.87 -4.79
44 C 2.82 -3.00 3.66
45 C 1.33 -3.74 -2.57
46 C 0.54 -1.01 3.28
47 C 1.97 0.77 -2.12
48 C 1.68 -1.59 8.72
49 C -0.69 3.02 -2.08
50 C 1.01 -2.85 -0.03
51 C 3.30 -2.28 4.94
52 H -0.36 -0.97 2.66
53 H -2.57 -0.87 -1.80
54 H 2.28 -2.32 9.26
55 H 2.19 -5.50 -1.74
56 H -0.42 -2.26 -5.27
57 H -2.50 2.13 -5.65
58 H 3.17 -1.20 4.85
59 H -4.32 -0.51 2.12
60 H 1.31 -2.56 -4.95
61 H 3.46 -0.39 -0.16
62 H 0.71 -0.92 -5.29
63 H 1.60 -0.68 9.31
64 H 3.33 -0.92 7.46
65 H 1.43 3.42 -2.24
66 H 1.12 0.90 0.49
67 H -3.14 2.08 -1.33
68 H -0.12 1.92 2.04
69 H -4.31 -1.52 -0.21
70 H 0.85 -2.47 0.98
71 H 0.45 -1.84 3.98
72 H -5.77 1.98 -2.57
73 H 0.58 -0.08 3.85
74 H -3.42 4.22 -4.35
75 H 1.71 -0.58 6.78
76 H 4.34 -2.50 5.17
77 H -0.78 2.98 0.78
78 H -4.53 0.72 -2.38
79 H -2.98 5.56 -2.23
80 H 1.44 -4.08 -3.59
81 H -3.99 3.63 -1.45
82 H -5.04 4.18 -3.61
83 H 3.53 -3.75 3.38
84 H 1.27 5.80 -2.62
85 H -1.27 2.66 -4.61
86 H 1.85 -3.47 3.83
87 H 1.86 -4.71 0.63
88 H 0.68 -2.01 8.59
89 H -2.49 1.15 2.69
90 H -4.66 3.14 -5.00
91 H 2.52 -0.17 -2.25
92 H -5.15 1.08 -3.99
93 H -0.96 6.92 -2.62

Computed properties:
Relative energy (zero: lowest compared OMol25 entry of this formula, charge and spin) in kcal per mole: 34.96
Expectation value of S²: 2.043
2S+1: 3
E_HOMO (spin up / spin down) in eV: -2.4 / -4.6
Kohn-Sham gap (spin up / spin down) in eV: 3.70 / 5.89
Net charge: -1

Computed, not measured: a structure of composition C6H9ClN2O2Ti, with ωB97M-V/def2-TZVPD.

Cartesian coordinates (Å):
1 Ti -3.79 -3.30 -3.79
2 Cl -2.90 -1.05 -2.49
3 O 2.97 1.86 3.09
4 O 2.39 3.75 2.25
5 N -2.18 -2.97 -0.33
6 N 2.41 2.54 2.26
7 C 1.76 1.83 1.15
8 C 0.25 0.42 -0.74
9 C -0.07 1.77 -0.50
10 C 0.72 2.41 0.47
11 C 1.39 -0.13 -0.11
12 C 2.14 0.55 0.82
13 H -1.33 -3.08 0.22
14 H 1.70 -1.14 -0.33
15 H 0.45 3.41 0.79
16 H -2.13 -2.12 -0.94
17 H -0.36 -0.11 -1.45
18 H -0.98 2.19 -0.90
19 H -2.30 -3.72 -1.04
20 H -3.04 -3.09 0.21
21 H 2.90 0.00 1.36

Computed properties:
Relative energy (zero: lowest compared OMol25 entry of this formula, charge and spin) in kcal per mole: 5.44
Expectation value of S²: 3.751
2S+1: 4
E_HOMO (spin up / spin down) in eV: -11.6 / -12.2
Kohn-Sham gap (spin up / spin down) in eV: 7.14 / 7.42
Net charge: +1

Computed, not measured: a structure of composition C40H42F3FeGe2N5S, with ωB97M-V/def2-TZVPD.

Cartesian coordinates (Å):
1 Ge 0.11 0.47 1.43
2 Ge -1.06 -1.70 2.59
3 Fe -0.13 -0.20 -1.05
4 S 0.92 1.82 -0.42
5 F 2.67 3.65 -2.11
6 F 4.64 4.03 -1.31
7 F 2.93 4.04 0.01
8 N -0.07 -0.06 -3.24
9 N 0.60 -2.33 -1.52
10 N -1.97 -1.57 -1.79
11 N -1.88 1.45 -1.40
12 N 2.63 -0.18 -0.46
13 C -2.54 3.86 3.49
14 C -2.36 3.78 -1.61
15 C -0.61 3.25 2.19
16 C 0.73 0.80 -3.88
17 C 2.56 1.57 2.70
18 C 3.66 1.95 -0.83
19 C -0.21 -3.47 2.28
20 C 0.01 -4.62 -1.29
21 C 1.82 -2.69 -1.89
22 C -3.01 -2.06 2.43
23 C 3.55 -0.90 3.48
24 C -3.01 2.55 3.40
25 C -0.94 -0.78 -3.95
26 C 5.00 -0.01 -0.65
27 C 3.49 3.43 -1.06
28 C 4.91 1.36 -0.86
29 C -1.81 -1.79 -3.24
30 C 3.79 1.48 3.33
31 C 1.82 0.42 2.44
32 C -1.36 4.21 2.86
33 C -0.31 -3.28 -1.27
34 C -1.01 -0.68 -5.33
35 C -0.67 -1.04 4.41
36 C 2.22 -4.01 -1.97
37 C -3.31 -1.03 -1.46
38 C -0.17 0.19 -6.00
39 C -2.26 1.60 2.73
40 C -2.99 1.30 -0.65
41 C -1.60 2.66 -1.89
42 C 0.71 0.97 -5.25
43 C 4.29 0.25 3.71
44 C 2.54 1.14 -0.58
45 C -3.47 3.63 -0.79
46 C -1.71 -2.79 -1.02
47 C -3.80 2.37 -0.33
48 C 1.31 -5.00 -1.63
49 C 3.84 -0.73 -0.47
50 C -3.31 -0.11 -0.24
51 C -1.04 1.92 2.14
52 C 2.33 -0.81 2.84
53 H -3.94 2.27 3.87
54 H -0.74 2.73 -2.54
55 H -1.04 -0.03 4.55
56 H 0.40 -1.04 4.61
57 H 0.82 -3.44 1.93
58 H 5.27 0.18 4.18
59 H 5.78 1.96 -1.05
60 H 2.18 2.55 2.41
61 H -2.54 -0.45 0.47
62 H -4.69 2.22 0.28
63 H -0.20 0.27 -7.07
64 H 1.59 -6.04 -1.66
65 H -0.74 -5.37 -1.07
66 H -0.24 -3.96 3.25
67 H -3.16 -2.87 3.15
68 H -4.01 -1.86 -1.29
69 H 4.35 2.39 3.53
70 H 1.37 1.68 -5.73
71 H -2.09 4.74 -2.02
72 H 2.50 -1.88 -2.15
73 H -2.43 -3.58 -1.26
74 H -4.07 4.49 -0.53
75 H -3.67 -0.47 -2.31
76 H 1.77 -1.72 2.64
77 H 3.22 -4.26 -2.29
78 H 0.31 3.55 1.70
79 H 3.93 -1.86 3.79
80 H -1.72 -1.29 -5.88
81 H -2.79 -1.82 -3.73
82 H -3.63 -1.21 2.73
83 H -4.27 -0.14 0.27
84 H -1.82 -2.55 0.04
85 H -1.17 -1.71 5.10
86 H -2.64 0.59 2.67
87 H -0.80 -4.06 1.58
88 H 3.87 -1.81 -0.33
89 H -3.33 -2.40 1.45
90 H -3.11 4.60 4.04
91 H -1.35 -2.77 -3.40
92 H 1.41 1.37 -3.27
93 H -0.99 5.23 2.91
94 H 5.97 -0.50 -0.62

Computed properties:
Relative energy (zero: lowest compared OMol25 entry of this formula, charge and spin) in kcal per mole: 38.72
Expectation value of S²: 6.031
2S+1: 5
E_HOMO (spin up / spin down) in eV: -13.6 / -13.8
Kohn-Sham gap (spin up / spin down) in eV: 7.48 / 6.99
Net charge: +2

Computed, not measured: a structure of composition C9H10NO4ReSSbSe4, with ωB97M-V/def2-TZVPD.

Cartesian coordinates (Å):
1 Re 0.26 0.34 -0.29
2 Sb -5.08 0.88 1.68
3 Se -1.50 -1.04 0.33
4 Se 0.20 2.29 0.72
5 Se -4.81 0.71 3.93
6 Se -5.35 1.06 -0.56
7 S 1.84 -0.80 1.01
8 O -0.73 -2.89 0.80
9 O 1.49 -0.27 -4.12
10 O -1.22 -4.94 0.36
11 O 0.56 0.11 -2.03
12 N -0.85 -3.90 -0.05
13 C 0.92 -0.77 -3.26
14 C 0.22 -2.56 -1.72
15 C 0.32 -2.11 -3.02
16 C -0.21 -2.88 -4.06
17 C 3.32 0.22 1.16
18 C -1.12 -4.45 -2.44
19 C -0.56 -3.66 -1.44
20 C 1.36 -1.02 2.74
21 C -0.89 -4.05 -3.76
22 H 2.09 -1.68 3.19
23 H 4.06 -0.38 1.69
24 H -1.30 -4.65 -4.56
25 H 0.37 -1.48 2.77
26 H 3.68 0.44 0.16
27 H -0.12 -2.55 -5.08
28 H 1.36 -0.05 3.22
29 H 3.08 1.13 1.71
30 H 0.77 -2.10 -0.92
31 H -1.72 -5.31 -2.21

Computed properties:
Relative energy (zero: lowest compared OMol25 entry of this formula, charge and spin) in kcal per mole: 32.05
E_HOMO in eV: -18.4
Kohn-Sham gap in eV: 6.92
Net charge: +3

Computed, not measured: a cluster of 2 separate species, C4H6O in total, with ωB97M-V/def2-TZVPD.

Cartesian coordinates (Å):
1 O -0.64 0.21 2.07
2 C -1.27 0.68 1.00
3 C 0.11 -1.76 -1.10
4 C -0.31 1.57 0.15
5 C 1.05 -2.43 -1.39
6 H -0.74 2.46 -0.29
7 H 0.06 0.78 2.28
8 H -0.68 -1.15 -0.87
9 H -0.17 0.88 -0.76
10 H 0.67 1.68 0.64
11 H 1.92 -2.92 -1.74

Computed properties:
Relative energy (zero: lowest compared OMol25 entry of this formula, charge and spin) in kcal per mole: 107.93
E_HOMO in eV: -8.8
Kohn-Sham gap in eV: 9.52

Computed, not measured: a cluster of 7 separate species, C52H53BO6 in total, with ωB97M-V/def2-TZVPD.

Cartesian coordinates (Å):
1 O -3.01 5.82 -7.88
2 O -1.95 -1.82 0.48
3 O -1.22 4.20 -7.73
4 O 0.26 -0.04 -5.16
5 O 3.13 2.76 -2.32
6 O -3.62 -0.28 0.81
7 C 2.73 1.81 2.41
8 C 6.02 -1.96 0.92
9 C 3.54 0.80 2.92
10 C -7.99 -7.51 6.52
11 C 10.36 0.11 0.03
12 C 0.93 0.04 -2.81
13 C -6.80 5.38 -8.47
14 C -0.56 4.88 -3.84
15 C -8.18 5.20 -8.47
16 C 11.13 1.81 1.55
17 C -2.68 -0.91 1.22
18 C -6.91 -7.25 5.68
19 C -2.59 4.72 -5.53
20 C 0.37 0.62 -4.16
21 C 0.58 4.36 -3.08
22 C 5.51 -3.14 0.40
23 C -1.53 -4.59 7.93
24 C 4.30 -1.89 -1.26
25 C -7.18 -5.85 8.07
26 C -5.97 -6.29 6.03
27 C 1.73 0.79 -2.01
28 C -6.61 4.01 -10.44
29 C 10.05 1.56 2.38
30 C -0.02 -1.51 -0.95
31 C 11.29 1.09 0.37
32 C -1.58 -1.28 -0.83
33 C 0.87 2.95 -3.22
34 C -6.11 -5.59 7.23
35 C 3.45 1.83 5.10
36 C 5.68 -0.74 0.35
37 C -1.75 -4.09 5.59
38 C 4.65 -3.10 -0.69
39 C -2.09 -4.87 6.69
40 C -0.64 -3.54 8.07
41 C -0.30 -2.76 6.97
42 C 2.65 2.85 4.58
43 C 4.81 -0.70 -0.74
44 C 2.05 2.24 -2.48
45 C 0.01 2.14 -4.10
46 C -2.27 -0.73 2.72
47 C 3.90 0.81 4.26
48 C 2.29 2.84 3.24
49 C 9.12 0.58 2.04
50 C -1.09 2.67 -4.87
51 C -1.39 4.09 -4.73
52 C -0.86 -3.04 5.73
53 C -8.77 4.42 -9.46
54 C 9.28 -0.14 0.87
55 C 0.47 -1.41 -2.46
56 C -6.02 4.79 -9.45
57 C -8.13 -6.81 7.71
58 C -7.99 3.83 -10.44
59 B -2.26 4.92 -7.09
60 H -8.79 5.65 -7.70
61 H 0.41 -1.95 7.08
62 H 11.85 2.58 1.81
63 H 2.31 3.65 5.23
64 H -6.80 -7.80 4.75
65 H 0.47 -0.77 -0.28
66 H -1.65 1.97 -5.52
67 H 3.73 1.84 6.14
68 H 9.93 2.12 3.30
69 H -8.72 -8.25 6.24
70 H -5.13 -6.08 5.38
71 H -2.78 -5.69 6.58
72 H 3.88 0.01 2.27
73 H 8.56 -0.91 0.60
74 H -3.87 5.98 -7.45
75 H 2.11 0.41 -1.03
76 H -2.19 -4.30 4.62
77 H 8.27 0.39 2.69
78 H 4.54 0.25 -1.19
79 H -3.45 4.01 -5.36
80 H -0.59 -2.43 4.87
81 H -6.00 3.54 -11.20
82 H 6.69 -1.99 1.77
83 H -6.34 5.99 -7.70
84 H -2.79 0.15 3.19
85 H 1.17 5.01 -2.40
86 H -2.85 5.66 -4.99
87 H 5.78 -4.09 0.84
88 H -7.29 -5.31 9.00
89 H 6.08 0.18 0.75
90 H -1.16 -0.58 2.84
91 H 0.16 -2.57 -0.62
92 H 12.13 1.29 -0.28
93 H -1.59 3.36 -8.08
94 H 3.62 -1.86 -2.11
95 H 1.67 3.63 2.84
96 H -2.56 -1.63 3.31
97 H 2.44 1.80 1.37
98 H -2.13 -1.89 -1.60
99 H 1.24 -2.17 -2.72
100 H -4.95 4.94 -9.45
101 H -0.81 5.95 -3.71
102 H 4.52 0.02 4.66
103 H -0.44 -1.63 -3.08
104 H -9.85 4.28 -9.47
105 H 10.49 -0.46 -0.88
106 H -8.97 -7.00 8.36
107 H -0.20 -3.32 9.04
108 H 4.25 -4.03 -1.10
109 H -5.37 -4.84 7.50
110 H -1.87 -0.21 -0.95
111 H -8.45 3.22 -11.21
112 H -1.79 -5.20 8.79

Computed properties:
SMILES: CC(=O)OCCCC1=CC(=O)c2ccc(CB(O)O)cc2C1=O.c1ccccc1.c1ccccc1.c1ccccc1.c1ccccc1.c1ccccc1.c1ccccc1
E_HOMO in eV: -9.3
Kohn-Sham gap in eV: 8.62